Formula: CH3I2PS2
Source: the OMol25 dataset
Level of theory: the ωB97M-V functional and the def2-TZVPD basis

## Properties
* orbital gap (spin up / spin down): 7.3154 / 5.1869 eV
* relative energy (zero: lowest compared OMol25 entry of this formula, charge and spin): 65.5 kcal/mol
* E_tot: -1772.9601 Ha

Geometry as ORCA input:
```
! wB97M-V def2-TZVPD RIJCOSX def2/J DEFGRID3
* xyz 0 1
C 0.26 0.11 -0.20
P 2.86 0.83 0.91
S 2.44 -3.77 -1.32
S 1.52 1.23 -0.61
I 4.85 1.69 -0.18
I 3.21 -2.37 0.36
H 0.23 -0.70 -0.76
H -0.82 0.62 -0.44
H 0.16 -0.28 0.85
*
```

---

Formula: Cl2H6NaO3
Source: the OMol25 dataset
Level of theory: the ωB97M-V functional and the def2-TZVPD basis

## Properties
* orbital gap: 5.7718 eV
* relative energy (zero: lowest compared OMol25 entry of this formula, charge and spin): 0.0 kcal/mol
* E_tot: -1312.1767 Ha

Geometry as ORCA input:
```
! wB97M-V def2-TZVPD RIJCOSX def2/J DEFGRID3
* xyz -1 1
Na -3.99 -17.58 -13.42
Cl -1.81 -16.56 -14.99
Cl -5.81 -15.64 -14.29
O -3.69 -15.78 -11.71
H -4.13 -15.17 -12.34
H -4.07 -15.57 -10.85
O -5.60 -19.54 -12.50
H -5.94 -19.90 -13.33
H -6.18 -19.90 -11.82
O -2.73 -19.74 -12.43
H -2.19 -20.27 -13.04
H -3.60 -20.15 -12.42
*
```

---

Formula: C4H4Br4
Source: the OMol25 dataset
Level of theory: the ωB97M-V functional and the def2-TZVPD basis

## Properties
* orbital gap (spin up / spin down): 6.4252 / 5.1528 eV
* E_tot: -10450.6348 Ha
* ⟨S²⟩: 2.007

Geometry as ORCA input:
```
! wB97M-V def2-TZVPD RIJCOSX def2/J DEFGRID3
* xyz 0 3
C 0.65 0.12 0.21
C -0.65 -0.67 0.35
C -1.32 0.69 -0.68
C -0.08 1.40 -0.20
Br -0.61 -2.35 -0.54
Br -3.05 1.34 -0.29
Br 0.85 2.41 -1.72
Br -0.45 2.68 1.17
H 1.21 0.05 1.20
H 1.33 -0.01 -0.57
H -0.93 -0.53 1.36
H -1.09 0.21 -1.63
*
```

---

Formula: C30H28BrMnN5OS
Source: the OMol25 dataset
Level of theory: the ωB97M-V functional and the def2-TZVPD basis

## Properties
* orbital gap (spin up / spin down): 7.5428 / 7.2592 eV
* E_tot: -5632.0939 Ha
* ⟨S²⟩: 6.121

Geometry as ORCA input:
```
! wB97M-V def2-TZVPD RIJCOSX def2/J DEFGRID3
* xyz 1 5
Mn 1.20 -0.84 0.13
C 6.63 -0.75 -1.26
C 6.29 -0.29 0.14
N 5.36 0.85 0.16
C 5.98 2.20 0.11
C 5.91 2.84 -1.27
C 4.05 0.73 0.19
S 3.45 -0.93 0.15
N 3.37 1.89 0.21
C 2.07 2.01 0.19
O 1.21 1.05 0.13
C 1.50 3.37 0.24
C 0.11 3.54 0.23
C -0.43 4.82 0.27
C 0.41 5.92 0.34
C 1.79 5.76 0.35
C 2.33 4.49 0.30
H 7.32 -1.60 -1.21
H 7.11 0.03 -1.84
H 5.73 -1.08 -1.79
H 7.19 0.04 0.67
H 5.86 -1.10 0.72
H 7.01 2.07 0.43
H 5.48 2.83 0.85
H 6.42 2.23 -2.01
H 6.40 3.81 -1.24
H 4.88 2.98 -1.58
H -0.53 2.68 0.18
H -1.50 4.95 0.27
H -0.02 6.92 0.37
H 2.44 6.62 0.40
H 3.40 4.34 0.31
N -5.92 -0.80 -0.98
C -7.22 -0.87 -0.52
C -8.45 -0.80 -1.17
C -9.57 -0.92 -0.37
C -9.47 -1.10 1.02
C -8.25 -1.17 1.65
C -7.10 -1.05 0.86
N -5.77 -1.09 1.23
C -5.11 -0.93 0.11
C -3.65 -0.92 0.06
C -2.92 -0.72 -1.11
C -1.55 -0.72 -1.06
N -0.87 -0.91 0.08
C -1.57 -1.10 1.21
C -2.94 -1.10 1.25
H -5.64 -0.68 -1.94
H -8.54 -0.67 -2.24
H -10.55 -0.88 -0.82
H -10.38 -1.19 1.61
H -8.16 -1.31 2.72
H -3.40 -0.57 -2.07
H -0.96 -0.58 -1.96
H -0.99 -1.26 2.12
H -3.47 -1.26 2.17
Br 1.25 -7.48 0.45
C 1.26 -5.59 0.34
C 1.19 -4.84 1.50
C 1.21 -3.46 1.40
C 1.29 -2.82 0.16
C 1.36 -3.60 -0.99
C 1.34 -4.99 -0.91
H 1.13 -5.33 2.46
H 1.17 -2.88 2.33
H 1.44 -3.15 -1.97
H 1.40 -5.60 -1.80
*
```

---

Formula: C6H14N2
Source: the OMol25 dataset
Level of theory: the ωB97M-V functional and the def2-TZVPD basis

## Properties
* orbital gap (spin up / spin down): 8.3303 / 7.6452 eV
* relative energy (zero: lowest compared OMol25 entry of this formula, charge and spin): 140.5 kcal/mol
* E_tot: -346.3033 Ha

Geometry as ORCA input:
```
! wB97M-V def2-TZVPD RIJCOSX def2/J DEFGRID3
* xyz 0 1
C 0.90 1.14 1.28
C 0.02 0.69 0.47
C -1.71 -1.08 0.49
C -2.34 1.39 0.33
C 1.53 -0.44 -1.75
C -1.31 0.28 -0.07
N 2.60 -1.03 0.24
N 1.44 -1.00 -0.50
H 1.80 0.65 1.51
H 0.79 2.03 1.86
H -2.46 -1.61 -0.08
H -0.84 -1.78 0.58
H -2.02 -0.91 1.54
H -2.42 1.31 1.46
H -3.38 1.28 -0.16
H -1.95 2.44 -0.03
H 1.54 0.62 -1.97
H 2.28 -1.01 -2.35
H 0.49 -0.73 -2.30
H -1.10 0.31 -1.15
H 2.74 -1.98 0.62
H 3.41 -0.56 -0.06
*
```

---

Formula: C5H10N2S
Source: the OMol25 dataset
Level of theory: the ωB97M-V functional and the def2-TZVPD basis

## Properties
* orbital gap: 9.4609 eV
* relative energy (zero: lowest compared OMol25 entry of this formula, charge and spin): 110.4 kcal/mol
* E_tot: -704.0479 Ha

Geometry as ORCA input:
```
! wB97M-V def2-TZVPD RIJCOSX def2/J DEFGRID3
* xyz 0 1
C 0.57 2.00 -0.06
C 0.25 0.62 0.50
C -1.18 0.33 -0.13
C -1.68 -1.06 0.19
C 0.39 -1.78 -0.18
H 0.04 2.70 0.76
H -0.19 2.24 -1.05
H 1.86 2.29 -0.41
H 0.00 0.33 1.57
H -1.86 1.05 0.33
H -1.13 0.40 -1.28
H -1.60 -1.09 1.28
H -2.71 -1.13 -0.25
H 1.01 -2.78 -0.30
H 3.41 -0.69 -1.09
N -0.81 -2.12 0.04
N 1.01 -0.52 -0.15
S 2.63 -0.81 0.22
*
```

---

Formula: CH3F3NS
Source: the OMol25 dataset
Level of theory: the ωB97M-V functional and the def2-TZVPD basis

## Properties
* SMILES string: C[N+]#S(F)(F)F
* orbital gap: 10.5706 eV
* relative energy (zero: lowest compared OMol25 entry of this formula, charge and spin): 32.7 kcal/mol
* E_tot: -791.9946 Ha

Geometry as ORCA input:
```
! wB97M-V def2-TZVPD RIJCOSX def2/J DEFGRID3
* xyz 1 1
C -1.32 0.15 -0.39
N -0.21 -0.65 -0.14
S 1.13 -0.19 0.29
F 1.97 -1.48 0.10
F 2.19 0.90 -0.17
F 1.36 0.20 1.80
H -1.47 0.58 -1.38
H -1.52 0.96 0.19
H -2.13 -0.46 -0.31
*
```

---

Formula: C28H25BiN3O8SSe2
Source: the OMol25 dataset
Level of theory: the ωB97M-V functional and the def2-TZVPD basis

## Properties
* orbital gap: 8.0390 eV
* relative energy (zero: lowest compared OMol25 entry of this formula, charge and spin): 5.3 kcal/mol
* E_tot: -7264.0392 Ha

Geometry as ORCA input:
```
! wB97M-V def2-TZVPD RIJCOSX def2/J DEFGRID3
* xyz -1 1
Bi 0.33 -0.59 -0.09
Se 1.10 3.32 2.68
Se 2.14 2.20 0.90
C 3.13 0.99 2.03
C 4.47 1.24 2.29
C 5.18 0.33 3.06
C 4.51 -0.79 3.54
C 3.18 -0.95 3.22
N 2.50 -0.09 2.47
C -0.76 3.02 2.26
C -1.69 3.59 3.13
C -3.03 3.46 2.82
C -3.39 2.79 1.66
C -2.39 2.26 0.87
N -1.09 2.36 1.17
H 4.94 2.12 1.88
H 6.22 0.49 3.28
H 5.02 -1.53 4.15
H 2.62 -1.82 3.57
H -1.36 4.11 4.02
H -3.78 3.87 3.48
H -4.43 2.66 1.38
H -2.62 1.71 -0.04
C 2.27 -0.79 -7.72
C 1.58 -0.28 -6.48
C 1.05 -1.16 -5.55
C 0.46 -0.69 -4.38
C 0.38 0.67 -4.15
C 0.90 1.56 -5.08
C 1.51 1.09 -6.23
S -0.36 1.38 -2.70
O -1.49 2.12 -3.19
O 0.69 2.09 -2.01
N -0.84 0.21 -1.73
C -1.90 -0.72 -2.11
C -1.46 -2.17 -1.88
O -2.03 -3.08 -2.46
O -0.47 -2.34 -1.04
H 3.34 -0.90 -7.55
H 2.13 -0.11 -8.56
H 1.88 -1.77 -8.01
H 1.11 -2.23 -5.72
H 0.11 -1.40 -3.65
H 0.84 2.63 -4.89
H 1.92 1.79 -6.95
H -2.18 -0.60 -3.16
H -2.78 -0.56 -1.49
C -0.96 -0.52 3.14
C -2.08 -0.55 2.11
O -3.24 -0.44 2.46
O -1.72 -0.71 0.87
H -1.36 -0.33 4.13
H -0.22 0.24 2.89
H -0.44 -1.48 3.15
O 3.41 0.30 -0.66
C 3.05 -0.37 -1.65
O 1.95 -1.01 -1.76
C 3.99 -0.47 -2.83
C 3.92 -1.56 -3.68
C 4.79 -1.66 -4.76
C 5.71 -0.65 -4.99
C 5.77 0.45 -4.15
C 4.91 0.53 -3.06
H 3.17 -2.33 -3.50
H 4.75 -2.52 -5.42
H 6.39 -0.72 -5.84
H 6.48 1.25 -4.34
H 4.95 1.37 -2.38
*
```

---

Formula: C5H8O
Source: the OMol25 dataset
Level of theory: the ωB97M-V functional and the def2-TZVPD basis

## Properties
* SMILES string: O=CC1CCC1
* orbital gap: 10.8181 eV
* relative energy (zero: lowest compared OMol25 entry of this formula, charge and spin): 27.1 kcal/mol
* E_tot: -270.5146 Ha

Geometry as ORCA input:
```
! wB97M-V def2-TZVPD RIJCOSX def2/J DEFGRID3
* xyz 0 1
O -2.53 -0.11 -0.91
C -1.72 -0.80 -0.33
C -0.55 -0.27 0.44
C -0.08 1.18 0.18
C 1.36 0.64 -0.01
C 0.81 -0.80 -0.09
H -1.76 -1.91 -0.40
H -0.69 -0.49 1.51
H -0.52 1.59 -0.73
H -0.23 1.90 0.99
H 1.91 1.00 -0.88
H 1.98 0.79 0.88
H 0.72 -1.14 -1.13
H 1.30 -1.58 0.49
*
```

---

Formula: CH2O3S
Source: the OMol25 dataset
Level of theory: the ωB97M-V functional and the def2-TZVPD basis

## Properties
* orbital gap: 9.2966 eV
* relative energy (zero: lowest compared OMol25 entry of this formula, charge and spin): 18.9 kcal/mol
* E_tot: -663.1427 Ha

Geometry as ORCA input:
```
! wB97M-V def2-TZVPD RIJCOSX def2/J DEFGRID3
* xyz 0 1
C -0.55 0.93 -0.43
O 0.16 -1.56 -1.06
O -1.20 1.82 0.02
O 0.91 -0.31 0.91
S -0.41 -1.00 0.12
H 0.10 0.87 -1.37
H 1.00 -0.75 1.81
*
```

---

Formula: C8H9INS
Source: the OMol25 dataset
Level of theory: the ωB97M-V functional and the def2-TZVPD basis

## Properties
* orbital gap (spin up / spin down): 7.8753 / 7.8748 eV
* relative energy (zero: lowest compared OMol25 entry of this formula, charge and spin): 15.5 kcal/mol
* E_tot: -1060.5498 Ha

Geometry as ORCA input:
```
! wB97M-V def2-TZVPD RIJCOSX def2/J DEFGRID3
* xyz 1 1
C 0.81 -2.16 1.81
C -0.55 -1.89 1.72
C 1.71 -1.46 1.06
C -1.03 -0.92 0.87
C 1.18 -0.39 0.28
C 0.58 0.83 -1.91
C -0.60 0.64 -0.92
C -1.11 2.44 -0.33
N -0.18 -0.18 0.16
S 2.09 0.53 -0.91
I -1.72 3.48 -2.05
H 1.16 -3.21 2.19
H -1.14 -2.56 2.36
H 2.84 -1.54 1.17
H -2.18 -0.77 0.78
H 0.64 0.03 -2.77
H 0.88 1.62 -2.44
H -1.43 0.32 -1.45
H -0.07 2.74 -0.09
H -1.89 2.48 0.46
*
```

---

Formula: C4H6BrClO
Source: the OMol25 dataset
Level of theory: the ωB97M-V functional and the def2-TZVPD basis

## Properties
* SMILES string: C=C(Br)C(C)=O.Cl
* orbital gap: 10.2055 eV
* relative energy (zero: lowest compared OMol25 entry of this formula, charge and spin): 10.1 kcal/mol
* E_tot: -3265.4084 Ha

Geometry as ORCA input:
```
! wB97M-V def2-TZVPD RIJCOSX def2/J DEFGRID3
* xyz 0 1
C -1.15 1.90 0.72
C -1.08 0.83 -0.10
Br -2.12 0.47 -1.70
C 0.03 -0.19 0.34
C -0.40 -1.62 0.12
O 0.99 0.19 0.89
H -0.47 2.03 1.54
H -2.04 2.48 0.50
H -1.22 -1.73 0.77
H 0.51 -2.17 0.25
H -0.73 -1.93 -0.91
Cl 3.68 0.40 -1.51
H 4.00 -0.64 -0.92
*
```

---

Formula: C15H24Cl6F2N2O5
Source: the OMol25 dataset
Level of theory: the ωB97M-V functional and the def2-TZVPD basis

## Properties
* SMILES string: CC(=O)N(C)[C@@]1(CN)OC(=O)O[C@@]1(F)CC(=O)F.ClCCCl.ClCCCl.ClCCCl
* orbital gap: 9.5951 eV
* E_tot: -4032.2939 Ha

Geometry as ORCA input:
```
! wB97M-V def2-TZVPD RIJCOSX def2/J DEFGRID3
* xyz 0 1
C 0.35 2.60 3.05
C 1.04 3.14 1.67
O 2.39 3.25 1.66
N 0.32 3.59 0.41
C -0.77 4.57 0.80
C -0.21 2.43 -0.41
C -1.74 1.92 0.02
N -2.14 0.62 -0.63
O -0.52 3.09 -1.72
C -0.41 2.20 -2.89
O -0.85 2.44 -4.14
O 0.34 1.00 -2.39
C 0.80 1.29 -0.99
F 0.81 0.10 -0.07
C 2.41 1.60 -1.16
C 2.77 3.02 -1.88
O 3.44 3.93 -1.11
F 2.50 3.40 -3.28
H 1.19 2.14 3.76
H -0.51 1.83 2.92
H -0.05 3.56 3.64
H -0.29 5.59 1.20
H -1.48 4.17 1.66
H -1.48 4.89 -0.08
H -1.82 1.77 1.18
H -2.57 2.72 -0.26
H -2.93 0.19 -0.10
H -2.50 0.87 -1.60
H 2.83 0.75 -1.87
H 2.94 1.42 -0.12
Cl -5.01 2.52 -1.45
C -6.07 1.80 -0.21
C -5.73 2.29 1.19
Cl -4.16 1.67 1.76
H -6.00 0.71 -0.29
H -7.10 2.09 -0.46
H -6.49 1.94 1.90
H -5.70 3.38 1.24
Cl -0.85 -3.28 -1.76
C 0.80 -2.71 -1.43
C 1.86 -3.64 -2.02
Cl 1.91 -5.21 -1.18
H 0.91 -2.61 -0.35
H 0.89 -1.72 -1.88
H 2.85 -3.19 -1.91
H 1.68 -3.83 -3.08
Cl 3.49 -8.14 3.61
C 4.51 -8.24 2.16
C 3.79 -7.74 0.92
Cl 2.47 -8.82 0.42
H 4.84 -9.28 2.04
H 5.39 -7.63 2.35
H 4.49 -7.69 0.08
H 3.37 -6.74 1.07
*
```

---

Formula: C4H11NO4P
Source: the OMol25 dataset
Level of theory: the ωB97M-V functional and the def2-TZVPD basis

## Properties
* orbital gap: 8.8102 eV
* relative energy (zero: lowest compared OMol25 entry of this formula, charge and spin): 5.7 kcal/mol
* E_tot: -856.2212 Ha

Geometry as ORCA input:
```
! wB97M-V def2-TZVPD RIJCOSX def2/J DEFGRID3
* xyz -1 1
C 0.22 -0.16 -2.05
C -1.78 -1.55 -2.12
C 0.29 -0.25 1.71
C -1.06 -0.33 -1.73
N 1.29 -0.95 2.50
O 0.93 2.43 2.72
O 2.16 1.34 0.73
O -0.15 2.10 0.26
O -1.79 0.45 -0.94
P 0.64 1.60 1.46
H 0.57 0.82 -1.83
H 0.19 -0.73 0.73
H 0.69 -0.71 -2.79
H -2.00 -2.18 -1.28
H -2.82 -1.31 -2.56
H -1.31 -2.19 -2.88
H -0.68 -0.35 2.27
H 2.35 2.29 0.61
H 2.16 -0.72 2.02
H 1.30 -0.56 3.52
H -1.17 0.95 -0.35
*
```

---

Formula: C18H56N9O4P4
Source: the OMol25 dataset
Level of theory: the ωB97M-V functional and the def2-TZVPD basis

## Properties
* orbital gap: 6.0200 eV
* E_tot: -2878.1776 Ha

Geometry as ORCA input:
```
! wB97M-V def2-TZVPD RIJCOSX def2/J DEFGRID3
* xyz 1 1
C -3.40 3.26 8.65
C -2.23 2.71 7.79
O -1.04 3.31 8.32
C -2.21 1.18 7.87
N -1.75 0.56 6.60
C -0.44 1.11 6.28
C 0.39 0.22 5.34
O 0.58 0.77 4.01
P 1.61 1.99 3.87
C 0.62 3.45 3.32
N -0.27 3.09 2.23
P 2.64 2.60 5.72
N 3.42 3.88 5.26
H -3.50 4.33 8.43
H -3.07 3.20 9.69
H -4.32 2.71 8.48
H -2.40 3.09 6.78
H -0.67 2.66 8.94
H -1.54 0.82 8.66
H -3.23 0.83 8.04
H -1.60 -0.42 6.82
H 0.14 1.21 7.21
H -0.53 2.09 5.80
H -0.16 -0.71 5.20
H 1.36 -0.08 5.75
H 2.57 1.72 2.88
H 1.32 4.25 3.08
H -0.02 3.74 4.17
H 0.14 3.30 1.33
H -0.55 2.12 2.25
H 1.65 2.96 6.67
H 3.48 1.59 6.22
H 4.42 3.79 5.44
O -0.54 -2.87 1.26
P -1.44 -2.14 0.29
N -1.36 -3.22 -1.04
C -1.60 -2.89 -2.44
C -1.87 -4.57 -0.78
N -0.36 -0.79 0.03
C 0.16 -0.45 -1.28
C 0.69 -0.62 1.02
N -2.79 -1.22 -0.36
C -2.92 0.18 0.09
C -4.07 -1.87 0.03
H -2.66 -2.68 -2.65
H -1.31 -3.72 -3.08
H -1.01 -2.05 -2.79
H -2.97 -4.62 -0.86
H -1.59 -4.91 0.21
H -1.46 -5.28 -1.49
H 0.81 -1.24 -1.67
H 0.73 0.48 -1.23
H -0.64 -0.25 -1.99
H 1.52 -1.32 0.86
H 0.30 -0.77 2.02
H 1.09 0.40 0.98
H -2.91 0.28 1.18
H -3.86 0.59 -0.28
H -2.15 0.82 -0.32
H -4.21 -1.88 1.11
H -4.12 -2.90 -0.33
H -4.91 -1.34 -0.42
O -0.27 -1.45 -5.81
P 1.06 -0.73 -5.93
N 1.01 -0.43 -7.63
C 2.15 -0.25 -8.51
C -0.07 0.47 -8.06
N 2.01 -2.15 -5.60
C 2.95 -2.71 -6.55
C 1.31 -3.25 -4.94
N 2.48 0.28 -5.68
C 3.33 -0.04 -4.52
C 2.07 1.69 -5.47
H 2.69 0.69 -8.34
H 1.82 -0.25 -9.55
H 2.86 -1.07 -8.44
H 0.19 1.53 -7.92
H -0.99 0.27 -7.51
H -0.29 0.32 -9.12
H 2.45 -3.09 -7.45
H 3.51 -3.53 -6.09
H 3.72 -1.98 -6.84
H 0.70 -3.82 -5.64
H 0.67 -2.89 -4.14
H 2.03 -3.94 -4.48
H 2.76 -0.10 -3.59
H 4.10 0.73 -4.40
H 3.88 -0.98 -4.65
H 1.46 1.80 -4.57
H 1.50 2.07 -6.32
H 2.94 2.33 -5.38
*
```

---

Formula: C5H15CsN3O2
Source: the OMol25 dataset
Level of theory: the ωB97M-V functional and the def2-TZVPD basis

## Properties
* orbital gap: 9.6928 eV
* relative energy (zero: lowest compared OMol25 entry of this formula, charge and spin): 42.0 kcal/mol
* E_tot: -534.1850 Ha

Geometry as ORCA input:
```
! wB97M-V def2-TZVPD RIJCOSX def2/J DEFGRID3
* xyz 1 1
Cs -0.75 0.98 -1.25
C -1.99 -1.21 1.29
C -0.58 -0.81 1.75
C 0.70 -1.56 1.23
O 1.80 -1.29 2.15
C 2.04 -2.39 3.06
N -0.41 0.64 1.81
H -2.64 -0.50 1.80
H -2.37 -2.20 1.54
H -2.25 -1.10 0.24
H -0.65 -1.12 2.79
H 1.04 -1.23 0.25
H 0.46 -2.60 1.01
H 1.45 -2.38 3.98
H 3.11 -2.41 3.28
H 1.78 -3.34 2.60
H 0.57 0.75 2.04
H -0.87 0.90 2.67
C -0.37 2.20 -4.27
O -1.08 1.34 -4.76
N 0.80 2.03 -3.71
N -0.61 3.47 -4.31
H 1.17 1.11 -3.53
H 1.14 2.81 -3.16
H 0.06 4.09 -3.88
H -1.51 3.83 -4.61
*
```

---

Formula: H2N2O3Si
Source: the OMol25 dataset
Level of theory: the ωB97M-V functional and the def2-TZVPD basis

## Properties
* SMILES string: O=N[SiH2][N+](=O)[O-]
* orbital gap (spin up / spin down): 7.7716 / 7.7058 eV
* relative energy (zero: lowest compared OMol25 entry of this formula, charge and spin): 42.3 kcal/mol
* E_tot: -625.7142 Ha

Geometry as ORCA input:
```
! wB97M-V def2-TZVPD RIJCOSX def2/J DEFGRID3
* xyz 0 1
O -0.13 -2.71 0.52
N -0.31 -1.75 -0.15
Si 0.73 0.11 -0.03
N -0.76 1.19 -0.04
O -1.46 1.19 -1.04
O -0.96 1.85 0.95
H 1.30 -0.11 -1.36
H 1.59 0.22 1.14
*
```